1.
C21H26ClN3O3 | the ωB97M-V functional and the def2-TZVPD basis

Calculated values
* energy relative to the best compared isomer or geometry (same formula, charge and spin): 442.69 kcal/mol
* HOMO-LUMO gap: 8.3 eV

```
! RIJCOSX wB97M-V def2-TZVPD def2/J DEFGRID3
* xyz 0 1
C -3.87666 -2.47130 0.32470
C -2.35706 -2.29013 0.73462
O -2.08001 -1.69539 1.78133
N -1.52378 -2.76424 -0.18047
C -0.17029 -2.69278 -0.22133
C 0.47245 -2.40569 -1.18823
C 1.77132 -2.08601 -1.02434
C 2.47407 -1.75897 -0.08666
C 1.74967 -2.07763 1.10493
C 0.51033 -2.51111 1.14365
H -0.12729 -2.46869 2.08136
H 2.21341 -1.93298 2.04198
O 3.80184 -1.51615 0.05645
C 4.25575 -0.28593 -0.71993
C 4.67564 0.90222 -0.17297
O 5.04083 1.83467 -0.87069
H 4.39385 1.98904 -1.47429
C 3.59555 1.42749 1.01635
N 2.35026 1.30950 0.54216
C 1.35248 1.47394 1.87082
C -0.07974 0.94321 1.36639
N -0.67132 1.68536 0.41834
C -1.94060 1.73833 0.17567
C -2.71981 2.39052 1.26023
C -4.02643 2.65530 0.79128
C -4.65766 1.95190 -0.02457
C -4.05463 1.03013 -0.98480
C -2.65366 1.21121 -0.94018
Cl -2.07126 -0.00057 -2.02628
H -4.56848 0.72037 -1.73001
H -5.80082 2.15419 -0.12603
H -4.56529 3.01942 1.67636
H -2.07027 2.84263 1.90828
C 0.30714 1.26496 -0.88562
C 1.67641 1.88824 -0.50709
H 2.39533 2.04738 -1.34813
H 1.65098 3.03809 -0.44664
H -0.06875 1.94810 -1.46208
H 0.44208 0.37366 -1.09423
H -0.79762 1.29615 2.39902
H 0.06563 -0.21761 1.47896
H 1.62875 0.93230 2.84136
H 1.26331 2.45554 2.05590
H 3.76820 0.87552 1.93234
H 3.72262 2.62579 0.96469
H 5.74550 0.63650 0.52176
H 5.17433 -0.88996 -1.26604
H 3.58104 -0.26289 -1.43381
H 2.42198 -1.71741 -2.22135
H -0.09431 -2.35296 -2.14802
H -1.88820 -2.92744 -1.12364
H -4.06276 -1.82617 -0.70367
H -4.43498 -2.09082 0.91129
H -4.03993 -3.60022 0.09660
*
```


2.
C21H26F3NO6S3Si | the ωB97M-V functional and the def2-TZVPD basis

Calculated values
* energy relative to the best compared isomer or geometry (same formula, charge and spin): 70.07 kcal/mol
* HOMO-LUMO gap: 4.7 eV

```
! RIJCOSX wB97M-V def2-TZVPD def2/J DEFGRID3
* xyz 0 1
C -1.43265 0.16829 3.75780
Si -1.04323 0.11760 1.94384
C -1.92236 -1.29447 1.13567
C -1.33578 1.71134 1.04055
O 0.73188 -0.17739 2.00095
C 1.42901 -0.97807 1.21997
C 2.90360 -0.51538 1.17313
C 3.62841 -0.94953 -0.05069
C 2.71346 -0.91389 -1.27243
C 1.54057 -1.84845 -1.06686
O 0.81441 -1.40025 0.15556
H -2.46660 0.50386 3.91992
H -1.33861 -0.83125 4.20207
H -0.76098 0.82823 4.32014
H -2.97370 -1.22309 1.46432
H -1.88402 -1.22628 0.04098
H -1.51228 -2.26265 1.45009
H -2.36689 2.05566 1.19941
H -0.66669 2.51613 1.36211
H -1.20144 1.59968 -0.04198
H 2.60670 0.62240 1.21198
H 4.46076 -0.25316 -0.19869
H 3.99304 -1.99295 -0.07375
H 2.40074 0.09395 -1.60350
H 3.26821 -1.35714 -2.10872
H 0.76500 -1.84239 -1.83833
H 1.82216 -2.89071 -0.85621
F 3.35826 -3.53822 3.20406
C 4.17425 -2.46803 3.25916
F 4.44450 -2.24001 4.59921
F 5.41371 -2.88005 2.71374
S 3.66786 -0.71846 2.74630
N 8.43360 -0.96033 2.38468
S 7.99498 0.26651 3.39147
C 9.24604 -0.37141 4.51753
C 9.09428 -0.47430 5.91455
C 10.06911 -1.21783 6.62098
C 11.10184 -1.88519 5.94436
C 11.17658 -1.85456 4.55378
C 10.25135 -1.07526 3.86468
O 8.44569 1.55395 2.90887
O 6.65195 0.12278 3.96791
S 8.14919 -0.92892 0.78042
C 7.51370 -2.58350 0.36733
C 8.17999 -3.68064 0.91585
C 7.68913 -4.96476 0.63589
C 6.55288 -5.09148 -0.16489
C 5.90761 -3.99673 -0.74431
C 6.41984 -2.72099 -0.51632
O 6.98010 -0.08751 0.57878
O 9.41610 -0.81390 0.01693
H 8.18663 -0.04361 6.36783
H 10.01477 -1.27665 7.70915
H 11.87857 -2.42967 6.46782
H 11.89031 -2.40693 3.94302
H 10.24958 -1.12924 2.78032
H 9.08235 -3.49749 1.50740
H 8.25375 -5.78673 1.08565
H 6.14377 -6.07526 -0.29708
H 5.02887 -4.10826 -1.36788
H 6.05685 -1.81375 -1.01631
*
```


3.
C21H26N2O2 | the ωB97M-V functional and the def2-TZVPD basis

Calculated values
* structure (SMILES): CCCC(=O)C1=C(NCCc2c(C)[nH]c3ccccc23)CCCC1=O
* energy relative to the best compared isomer or geometry (same formula, charge and spin): 20.93 kcal/mol
* HOMO-LUMO gap: 8.6 eV

```
! RIJCOSX wB97M-V def2-TZVPD def2/J DEFGRID3
* xyz 0 1
C 7.17843 1.55051 -0.15168
C 5.74101 1.25346 -0.55490
C 4.83400 1.14158 0.67800
C 3.40482 0.95137 0.24126
O 2.72251 1.97783 0.10627
C 2.86304 -0.37980 0.00327
C 1.49257 -0.51709 -0.28305
N 0.75343 0.55248 -0.52854
C -0.66636 0.62940 -0.73588
C -1.42856 0.83893 0.58746
C -2.89569 0.92829 0.33292
C -3.64163 2.05698 0.12186
C -3.24760 3.49097 0.11645
N -4.94584 1.69962 -0.12036
C -5.06441 0.34048 -0.07668
C -6.17032 -0.47763 -0.25960
C -5.98003 -1.83947 -0.15877
C -4.72106 -2.37640 0.12048
C -3.62158 -1.56842 0.30452
C -3.78170 -0.18684 0.20527
C 0.81896 -1.85945 -0.34270
C 1.62907 -2.92930 0.37004
C 3.03819 -2.90374 -0.18684
C 3.71394 -1.56258 0.06003
O 4.91818 -1.54999 0.24676
H 7.81000 1.63325 -1.03354
H 7.56342 0.74931 0.47419
H 7.23819 2.48435 0.40394
H 5.36418 2.04793 -1.20381
H 5.70705 0.31221 -1.10419
H 4.87858 2.08224 1.23266
H 5.17884 0.32299 1.30475
H 1.27936 1.43632 -0.37583
H -0.85528 1.48632 -1.38786
H -1.04033 -0.26453 -1.23966
H -1.22368 0.00393 1.26040
H -1.06184 1.74956 1.06369
H -3.92270 4.07599 0.74062
H -2.23590 3.60953 0.49218
H -3.28749 3.89624 -0.89556
H -5.69561 2.34733 -0.29314
H -7.14360 -0.06046 -0.47282
H -6.81806 -2.50643 -0.29595
H -4.61487 -3.44892 0.19302
H -2.65585 -1.99942 0.52577
H -0.17494 -1.78763 0.10020
H 0.69496 -2.13492 -1.39590
H 1.17056 -3.90930 0.22355
H 1.65372 -2.72305 1.44252
H 3.66570 -3.67786 0.25720
H 3.01700 -3.07312 -1.26776
*
```


4.
C21H26N2O2 | the ωB97M-V functional and the def2-TZVPD basis

Calculated values
* energy relative to the best compared isomer or geometry (same formula, charge and spin): 496.55 kcal/mol
* HOMO-LUMO gap: 7.1 eV

```
! RIJCOSX wB97M-V def2-TZVPD def2/J DEFGRID3
* xyz 0 1
C 1.63100 -6.20712 1.79484
H 0.89033 -6.43915 2.54253
H 1.32410 -6.85536 0.82890
H 2.51764 -6.71900 1.98892
C 1.67662 -4.75356 1.27842
C 0.49070 -3.92727 1.12150
C 0.00131 -2.82634 2.02971
C -1.05586 -2.30773 1.46431
C -1.79684 -2.64059 0.37000
C -1.42537 -3.76456 -0.30736
C 0.00759 -4.31826 -0.03357
H 0.22121 -5.11143 -0.78618
H -2.16852 -4.07155 -1.24645
C -3.02827 -2.03662 0.20534
O -4.14886 -2.68178 -0.20497
N -3.19584 -0.55709 0.35041
C -2.30623 0.27152 0.37941
C -0.95926 0.14212 -0.22992
C 0.16711 0.93164 -0.26203
C -0.09595 2.30529 0.55648
C -1.41060 2.47761 0.94001
C -2.27404 1.64058 1.07895
H -3.22719 1.67968 1.47147
H -1.52982 3.47940 1.71359
C 1.04649 3.26568 0.23077
N 0.85799 4.18017 -0.62831
C 0.89647 3.65217 -1.91659
C 1.35980 4.71876 -3.01101
H 1.30697 4.45531 -3.88455
O 0.00330 5.54176 -2.94412
C -0.12027 6.09636 -1.81855
C -0.42013 5.04636 -0.81662
H -0.50027 5.49588 0.30537
H -1.39201 4.44549 -0.94799
H -1.21112 6.73576 -1.87069
H 0.80289 6.75664 -1.44962
H 2.05843 5.33157 -2.88633
H 2.06042 3.16107 -1.63596
H 0.31105 2.99386 -2.22193
H 0.94089 4.05280 1.44575
H 1.83179 2.84386 0.64311
H 1.12051 1.06429 -0.49638
H -0.76269 -0.72320 -0.84098
H -4.25639 -0.22770 0.24609
H -1.35250 -1.41852 2.13215
H 0.61594 -2.81604 2.78225
C 2.77005 -4.59486 0.33668
H 3.68189 -5.09706 0.61840
H 3.12500 -3.52969 -0.04095
H 2.58816 -4.86719 -0.63424
H 2.33238 -4.27390 2.25991
*
```


5.
C21H26N2O2 | the ωB97M-V functional and the def2-TZVPD basis

Calculated values
* structure (SMILES): COc1c(C)cc(C(=O)[C@@H]2CCCN(Cc3ccccn3)C2)cc1C
* energy relative to the best compared isomer or geometry (same formula, charge and spin): 52.17 kcal/mol
* HOMO-LUMO gap: 8.9 eV

```
! RIJCOSX wB97M-V def2-TZVPD def2/J DEFGRID3
* xyz 0 1
C -5.97413 -2.27310 -0.77043
O -5.01050 -2.11053 0.24870
C -4.12563 -1.06497 0.17983
C -2.79570 -1.39822 0.48943
C -2.46906 -2.81690 0.84358
C -1.81595 -0.42554 0.46638
C -2.12367 0.89113 0.12646
C -1.13748 1.99457 0.04710
O -1.46686 3.10397 -0.32532
C 0.30056 1.68179 0.39605
C 1.07419 2.94224 0.78748
C 2.54836 2.60922 0.99608
C 3.11779 1.92662 -0.25220
N 2.36804 0.75200 -0.66427
C 2.60562 -0.41730 0.16256
C 4.02218 -0.90252 0.00932
C 4.62613 -0.96065 -1.24416
C 5.92745 -1.41979 -1.33198
C 6.57885 -1.81098 -0.17084
C 5.88865 -1.71706 1.02618
N 4.64663 -1.27239 1.11826
C 0.97548 1.07111 -0.85920
C -3.45391 1.20367 -0.14386
C -4.46842 0.26180 -0.10788
C -5.88415 0.71951 -0.31718
H -6.15076 -3.34761 -0.84423
H -6.91919 -1.78094 -0.52747
H -5.60703 -1.90684 -1.73187
H -3.00019 -3.10634 1.74863
H -1.40142 -2.94148 1.00322
H -2.79277 -3.48814 0.04978
H -0.80576 -0.71837 0.70611
H 0.34219 0.96089 1.21574
H 0.64711 3.36962 1.69731
H 0.96615 3.68156 -0.00870
H 3.11502 3.51910 1.19824
H 2.66120 1.94881 1.85881
H 4.15516 1.62979 -0.08250
H 3.09532 2.63116 -1.08992
H 2.41729 -0.25937 1.23491
H 1.93344 -1.21018 -0.18486
H 4.07560 -0.63854 -2.11351
H 6.42811 -1.47449 -2.28827
H 7.59393 -2.17580 -0.19488
H 6.34763 -2.00596 1.96309
H 0.44594 0.16982 -1.17809
H 0.91424 1.80608 -1.66816
H -3.68792 2.23283 -0.37434
H -5.93256 1.80131 -0.21982
H -6.25254 0.45644 -1.30800
H -6.54266 0.27898 0.42870
*
```


6.
C21H26N2O5S | the ωB97M-V functional and the def2-TZVPD basis

Calculated values
* structure (SMILES): COc1ccc(OC)c(N(CC(=O)N2CCCC2)S(=O)(=O)c2ccc(C)cc2)c1
* energy relative to the best compared isomer or geometry (same formula, charge and spin): 72.10 kcal/mol
* HOMO-LUMO gap: 8.7 eV

```
! RIJCOSX wB97M-V def2-TZVPD def2/J DEFGRID3
* xyz 0 1
C 2.76511 3.78962 -0.38887
O 1.49898 3.92733 -0.99074
C 0.66538 2.85170 -0.98314
C -0.59536 3.03705 -1.54403
C -1.52078 2.01241 -1.55453
C -1.22125 0.77285 -1.00150
O -2.10547 -0.26862 -0.90940
C -3.39757 -0.09836 -1.43864
C 0.06206 0.57065 -0.47278
N 0.44759 -0.64207 0.13652
C 0.29116 -1.88985 -0.57204
C 1.35917 -1.99875 -1.66177
O 1.06530 -2.12162 -2.83833
N 2.63101 -1.93335 -1.24522
C 3.12229 -1.83057 0.11653
C 4.61196 -2.14353 -0.01288
C 4.95166 -1.59281 -1.39631
C 3.71953 -1.96879 -2.21076
S 0.29606 -0.63061 1.79863
O 0.64779 -1.94245 2.26597
O 1.05412 0.48440 2.28852
C -1.44135 -0.32320 2.05662
C -2.31809 -1.38898 2.09549
C -3.67677 -1.14191 2.15559
C -4.16160 0.16350 2.16306
C -5.63670 0.41620 2.22599
C -3.25749 1.21929 2.12454
C -1.89524 0.98020 2.06837
C 0.98656 1.60419 -0.46331
H 2.68011 3.49546 0.66161
H 3.22964 4.77232 -0.45545
H 3.38339 3.06046 -0.92221
H -0.84001 3.99998 -1.96244
H -2.49136 2.19798 -1.98509
H -3.93162 0.71337 -0.93475
H -3.36869 0.08980 -2.51613
H -3.91382 -1.03840 -1.25039
H -0.68993 -1.97715 -1.04811
H 0.41559 -2.68453 0.16584
H 2.96669 -0.81838 0.50562
H 2.60247 -2.51923 0.78406
H 4.77205 -3.22213 0.00715
H 5.19720 -1.68853 0.78290
H 5.05814 -0.50840 -1.35136
H 5.86452 -2.01668 -1.80911
H 3.80596 -2.97826 -2.62845
H 3.50647 -1.28294 -3.03335
H -1.92271 -2.39211 2.08336
H -4.37325 -1.96700 2.18856
H -6.17160 -0.25254 1.55478
H -5.86976 1.44439 1.96185
H -6.00117 0.23333 3.23670
H -3.62162 2.23647 2.13028
H -1.17826 1.78514 2.03609
H 1.94349 1.40366 -0.01352
*
```